# 1
Density functional theory data (wB97M-V/def2-TZVPD) for a 2-piece molecular cluster, C5H11NS overall at a distorted geometry.

Structure (XYZ):
```
18
Properties=species:S:1:pos:R:3
C -0.8701 0.0171 1.8197
C -1.1511 -0.3970 0.5813
C -0.4337 2.0731 3.0217
N -0.5324 1.3945 1.9410
H -0.8056 -0.6201 2.6878
H -0.8860 0.1905 -0.2895
H -1.3972 -1.4339 0.4020
H -0.1813 3.1207 2.9454
H -0.5260 1.5548 3.9657
H -0.2883 1.8692 1.0776
C 0.5504 -0.6094 -2.9091
C 1.2705 -1.1947 -1.6922
S 0.4082 -2.5983 -0.9464
H -0.4473 -0.2496 -2.6432
H 0.4614 -1.3771 -3.6791
H 1.1176 0.2151 -3.3488
H 1.4489 -0.3961 -0.9603
H 2.2621 -1.5589 -1.9736
```

## Properties
Multiplicity: 2
Expectation value of S²: 0.753
Calculated total energy, eV: -17678.9796
Strongest force on any atom, eV/Å: 1.4
Total charge: +1
Kohn-Sham gap (alpha / beta), Eh: 0.2485 / 0.2301
HOMO (alpha / beta), eV: -12.290 / -11.891

Atomic partial charges in e from the Löwdin method, atoms 1 to 2: -0.101, 0.058

***

# 2
Density functional theory data (wB97M-V/def2-TZVPD) for C29H45PPtSe3Te as an isolated structure.

Structure (XYZ):
```
80
Properties=species:S:1:pos:R:3
Pt -0.2876 0.3104 0.1458
C 2.2950 0.4609 -4.9539
C 1.0182 0.7620 -4.1541
C 0.4901 2.1578 -4.4799
C 1.3186 0.5565 -2.6928
C 0.9574 -0.6279 -2.0742
C 1.3777 -0.9824 -0.7683
C 1.3634 -2.5035 -0.5264
C -0.0546 -3.0767 -0.4563
C 2.2780 -3.0550 0.5636
C 1.9548 0.0683 0.0280
C 2.3913 1.3095 -0.6498
C 2.0758 1.5000 -1.9655
C 3.2615 2.3397 0.0501
C 2.7943 3.7805 -0.1886
C 4.7150 2.2066 -0.4304
C 2.5332 -0.1997 1.3857
C 3.8954 -0.4725 1.4968
C 4.4772 -0.6854 2.7320
C 3.7021 -0.6237 3.8856
C 2.3484 -0.3642 3.7881
C 1.7557 -0.1539 2.5358
P -0.0167 0.1650 2.3884
C -0.9233 -1.1949 3.3554
C -2.3371 -1.4373 2.8383
C -0.1672 -2.5237 3.2428
C -1.0555 -0.8508 4.8468
C -0.3217 1.8838 3.0754
C -1.7982 2.2432 2.8741
C 0.5736 2.8605 2.3075
C 0.0788 2.0724 4.5491
H 2.0925 0.5508 -6.0206
H 2.6644 -0.5464 -4.7614
H 3.0856 1.1701 -4.7012
H 0.2597 0.0275 -4.4369
H 1.2453 2.9268 -4.3082
H -0.3995 2.4132 -3.9010
H 0.2161 2.2054 -5.5332
H 0.4569 -1.3851 -2.6675
H 1.7823 -2.8700 -1.4687
H -0.6176 -2.6661 0.3825
H -0.0123 -4.1583 -0.3338
H -0.6179 -2.8740 -1.3690
H 1.9968 -2.7569 1.5706
H 3.3144 -2.7624 0.4062
H 2.2376 -4.1433 0.5173
H 2.4100 2.4036 -2.4601
H 3.2478 2.1382 1.1218
H 3.1055 4.1352 -1.1727
H 3.2506 4.4424 0.5470
H 1.7137 3.9031 -0.1177
H 4.7761 2.3636 -1.5086
H 5.1487 1.2349 -0.2075
H 5.3314 2.9650 0.0524
H 4.4989 -0.5413 0.6019
H 5.5346 -0.9025 2.7996
H 4.1512 -0.7867 4.8556
H 1.7545 -0.3390 4.6898
H -2.3296 -1.8758 1.8461
H -2.9544 -0.5387 2.8307
H -2.8118 -2.1617 3.5032
H -0.0980 -2.8784 2.2186
H -0.7371 -3.2653 3.8060
H 0.8329 -2.4902 3.6645
H -1.7051 0.0018 5.0266
H -0.1045 -0.6893 5.3471
H -1.5226 -1.7154 5.3222
H -2.1064 2.1247 1.8335
H -1.9414 3.2894 3.1523
H -2.4617 1.6460 3.4993
H 0.4578 2.7912 1.2303
H 1.6248 2.7092 2.5528
H 0.3039 3.8757 2.6061
H -0.5530 1.5592 5.2607
H -0.0074 3.1414 4.7573
H 1.1188 1.8031 4.7268
Se -2.6443 -0.2993 -0.3438
Se -4.1784 1.3130 -0.2403
Te -3.0671 3.3891 -0.9883
Se -0.8242 2.7198 -1.1248
```

## Properties
Calculated total energy, eV: -246658.4700
Strongest force on any atom, eV/Å: 0.5
Total charge: +2
Kohn-Sham gap (alpha / beta), Eh: 0.1815 / 0.1818
HOMO (alpha / beta), eV: -13.927 / -13.930

Atomic partial charges in e from the Löwdin method, atoms 1 to 2: 0.526, -0.031

***

# 3
Density functional theory data (wB97M-V/def2-TZVPD) for C40H110AgN10O14S as an isolated structure at a distorted geometry.

Structure (XYZ):
```
176
Properties=species:S:1:pos:R:3
Ag -0.0413 -0.5496 -0.4547
S 2.4909 0.5563 0.0266
O 1.3025 1.1547 -0.5504
O 3.5201 0.2925 -1.0063
O 2.9269 1.4402 1.0633
O 1.9228 -0.6920 0.5327
C 4.4912 -4.2853 3.2234
C 3.3572 -3.4713 2.5047
C 2.3923 -2.7907 3.4844
O 1.6770 -3.7751 4.1665
C 2.1280 -3.8623 5.5492
N 3.9902 -2.5282 1.6588
H 4.8837 -3.5843 3.9601
H 5.3382 -4.5093 2.5750
H 4.2303 -5.2071 3.7433
H 2.7538 -4.0815 1.8326
H 1.6948 -2.2355 2.8573
H 2.9256 -2.0843 4.1206
H 1.7911 -3.0627 6.2088
H 3.2145 -3.9472 5.5676
H 1.6157 -4.7061 6.0114
H 3.3386 -1.8613 1.2704
H 4.3639 -3.0157 0.8571
C -3.3578 -3.9461 3.1684
C -1.9877 -3.6235 3.8698
C -1.7553 -4.3810 5.1857
O -1.4636 -5.7742 4.9989
C -1.3710 -6.4526 6.2488
N -0.9527 -3.7907 2.8876
H -3.6599 -3.3166 2.3314
H -4.1987 -3.9091 3.8610
H -3.3037 -4.9119 2.6660
H -1.9317 -2.5711 4.1481
H -2.6407 -4.2318 5.8038
H -0.9232 -3.8084 5.5953
H -2.3237 -6.5204 6.7739
H -0.6193 -5.9644 6.8691
H -1.0453 -7.4655 6.0119
H -0.0604 -3.7172 3.3549
H -0.9571 -4.7632 2.6152
C 6.0463 -0.4373 -5.0550
C 5.7006 -0.0166 -3.6208
C 5.7468 1.5099 -3.5362
O 7.0477 2.0028 -3.8354
C 7.5374 3.1310 -3.0799
N 4.3405 -0.5586 -3.3232
H 5.4096 0.1023 -5.7561
H 6.0699 -1.5226 -5.1529
H 7.0812 -0.1370 -5.2189
H 6.4201 -0.3894 -2.8918
H 5.3953 1.7954 -2.5447
H 5.0023 1.8990 -4.2308
H 6.8309 3.9579 -3.0079
H 8.4749 3.3735 -3.5803
H 7.8120 2.7471 -2.0974
H 3.8213 0.0445 -3.9452
H 4.0724 -0.1269 -2.4504
C -3.2129 -3.9157 -0.6163
C -1.9496 -3.1332 -0.3525
C -0.7872 -3.6297 -1.2009
O 0.2766 -2.6787 -1.0934
C 1.6004 -3.2816 -1.2721
N -2.1270 -1.7262 -0.7974
H -3.5305 -3.9469 -1.6585
H -4.0823 -3.5846 -0.0483
H -3.1080 -4.9727 -0.3713
H -1.7381 -3.0405 0.7128
H -1.0234 -3.6587 -2.2646
H -0.5648 -4.6350 -0.8429
H 1.9369 -3.8697 -0.4183
H 2.3925 -2.5335 -1.3053
H 1.7141 -3.8846 -2.1729
H -2.3446 -1.7165 -1.7836
H -2.9682 -1.3749 -0.3625
C -2.6696 2.0836 -2.8912
C -1.8059 0.9550 -2.3337
C -0.4869 0.7709 -3.1273
O -0.0144 -0.5423 -2.9463
C 1.1701 -0.9110 -3.6911
N -1.5399 1.1355 -0.9225
H -2.4421 3.0899 -2.5394
H -3.7304 1.9522 -2.6778
H -2.6967 2.0615 -3.9807
H -2.4936 0.1354 -2.5423
H 0.2920 1.5009 -2.9071
H -0.8000 0.7990 -4.1710
H 2.0181 -0.2734 -3.4413
H 1.0893 -0.7942 -4.7718
H 1.4466 -1.9562 -3.5520
H -2.4011 1.2652 -0.4110
H -1.1137 2.0452 -0.8187
C 0.2225 1.1261 2.7826
C -0.7998 -0.0289 2.9519
C -2.2683 0.2792 2.9683
O -2.6313 0.7657 4.2171
C -3.9752 1.2995 4.1504
N -0.4321 -0.9656 1.9148
H 1.2580 0.7868 2.7554
H 0.1964 1.8839 3.5657
H 0.1078 1.5658 1.7919
H -0.4575 -0.5587 3.8409
H -2.8579 -0.6105 2.7471
H -2.5173 0.9741 2.1663
H -4.3650 1.1832 5.1616
H -4.5810 0.7139 3.4589
H -4.0225 2.3590 3.8990
H -0.8868 -1.8003 2.2564
H 0.5261 -1.2006 2.1311
C 0.4091 5.8042 -1.1567
C 1.0411 4.4889 -1.4372
C 2.5057 4.4980 -1.2603
O 3.2011 5.4335 -2.0849
C 4.4854 4.9730 -2.3232
N 0.3120 3.5070 -0.6774
H 0.7584 6.5483 -1.8726
H 0.6058 6.2057 -0.1626
H -0.6792 5.7491 -1.1290
H 0.9104 4.2699 -2.4970
H 2.8319 3.4748 -1.4466
H 2.8167 4.6592 -0.2281
H 4.4869 4.0834 -2.9530
H 5.0956 4.7562 -1.4464
H 5.0950 5.6743 -2.8931
H 0.3758 3.7429 0.3026
H 0.7030 2.5759 -0.6598
C -2.6071 -3.5030 -4.8920
C -2.7159 -2.0352 -4.7963
C -3.0028 -1.1431 -6.0627
O -3.3154 0.2047 -5.6447
C -2.9781 1.1935 -6.6414
N -3.7533 -1.7971 -3.7698
H -3.5415 -3.8674 -5.3189
H -2.3550 -4.0500 -3.9835
H -1.9161 -3.7725 -5.6907
H -1.8023 -1.6134 -4.3773
H -3.7063 -1.6057 -6.7550
H -2.1535 -1.2356 -6.7396
H -1.9765 0.9263 -6.9784
H -2.9321 2.2100 -6.2506
H -3.6230 1.0934 -7.5145
H -4.5971 -2.0344 -4.2716
H -3.8552 -0.7926 -3.7954
C -6.7899 -0.0077 -0.6941
C -5.3979 0.4377 -0.5459
C -5.3502 1.7222 0.2995
O -3.9688 2.1659 0.3408
C -3.9342 3.5432 0.7797
N -4.5910 -0.5739 0.1653
H -7.3505 -0.1541 0.2292
H -6.8988 -0.9279 -1.2680
H -7.3124 0.7319 -1.3009
H -5.1142 0.6088 -1.5843
H -5.6952 1.4701 1.3023
H -5.9984 2.4474 -0.1926
H -3.0437 4.0861 0.4627
H -3.9678 3.5925 1.8681
H -4.7099 4.1310 0.2889
H -5.1125 -0.8200 0.9945
H -3.9350 0.0508 0.6120
C 2.8883 4.4420 4.9141
C 2.6323 3.5742 3.6602
C 1.6209 4.1590 2.6241
O 0.3718 4.5219 3.1651
C -0.3722 5.3023 2.2042
N 3.8390 3.1944 2.9118
H 2.0110 4.4300 5.5609
H 3.2258 5.4112 4.5470
H 3.7697 4.0113 5.3893
H 2.0831 2.6782 3.9493
H 1.4517 3.4193 1.8415
H 2.1046 5.0173 2.1577
H -0.5687 4.6742 1.3353
H 0.1553 6.1988 1.8786
H -1.2762 5.7278 2.6400
H 4.2436 2.3871 3.3644
H 3.4794 2.7967 2.0559
```

## Properties
Multiplicity: 2
Expectation value of S²: 0.753
Calculated total energy, eV: -101655.6461
Strongest force on any atom, eV/Å: 4.1
Total charge: 0
Kohn-Sham gap (alpha / beta), Eh: 0.3078 / 0.2350
HOMO (alpha / beta), eV: -8.183 / -8.182

Atomic partial charges in e from the Löwdin method, atoms 1 to 2: 1.081, 0.266

***

# 4
Density functional theory data (wB97M-V/def2-TZVPD) for one molecule with the formula C26H31N3O7.

Structure (XYZ):
```
67
Properties=species:S:1:pos:R:3
C 8.3126 2.3343 0.8143
C 8.1539 0.8458 0.5670
H 8.6175 0.5468 -0.3804
H 8.6149 0.2561 1.3679
O 6.7617 0.5436 0.5147
C 6.4465 -0.7523 0.3546
O 7.2816 -1.6206 0.2541
C 4.9885 -0.9835 0.3188
C 4.0696 0.0612 0.4155
C 2.7192 -0.2031 0.3793
C 2.2518 -1.5149 0.2458
C 3.1697 -2.5610 0.1512
C 4.5213 -2.2899 0.1877
H 5.2429 -3.0893 0.1156
H 2.8172 -3.5735 0.0520
N 0.8718 -1.6935 0.2150
C 0.1752 -2.8615 0.1113
O 0.6894 -3.9570 -0.0048
C -1.3162 -2.7232 0.1238
C -2.0071 -1.6312 0.6300
C -3.4006 -1.6030 0.6301
C -4.1293 -2.6781 0.1288
C -3.4282 -3.7726 -0.3753
C -2.0515 -3.7995 -0.3755
H -1.5117 -4.6530 -0.7567
H -3.9824 -4.6126 -0.7676
C -5.6403 -2.7264 0.1022
O -6.3057 -1.5096 0.2946
H -6.1782 -1.2221 1.2090
H -5.9598 -3.0827 -0.8833
H -5.9659 -3.4724 0.8453
C -4.0244 -0.3792 1.2329
O -4.6270 -0.3726 2.2913
N -3.7855 0.7297 0.5042
H -3.3152 0.6287 -0.3795
C -4.0487 2.0670 0.9992
C -2.8850 2.5570 1.8819
H -3.2452 3.3316 2.5580
C -1.7373 3.1110 1.0191
N -1.8511 2.6409 -0.3452
C -1.1331 1.5750 -0.7493
O -0.2866 1.0324 -0.0662
O -1.4616 1.1720 -1.9965
C -0.7143 0.0881 -2.5537
C 0.7013 0.4882 -2.9391
H 1.2673 0.7807 -2.0587
H 0.6807 1.3191 -3.6402
H 1.1972 -0.3585 -3.4045
H -1.2914 -0.2023 -3.4342
H -0.6988 -0.7446 -1.8431
C -3.0142 3.1441 -1.0466
H -3.1332 2.5778 -1.9690
C -4.2739 3.0354 -0.1602
H -4.5227 4.0091 0.2623
H -5.1212 2.7031 -0.7595
H -2.8325 4.1910 -1.3135
H -0.7674 2.7992 1.4067
H -1.7702 4.2034 0.9898
H -2.5430 1.7193 2.4899
H -4.9504 1.9921 1.6169
H -1.4827 -0.7940 1.0679
H 0.3586 -0.8177 0.2522
H 2.0039 0.6024 0.4578
H 4.4254 1.0741 0.5198
H 7.8446 2.8989 0.0122
H 9.3680 2.5868 0.8583
H 7.8412 2.6096 1.7540
```

## Properties
SMILES string: CCOC(=O)c1ccc(NC(=O)c2ccc(CO)c(C(=O)NC3CCN(C(=O)OCC)CC3)c2)cc1
Calculated total energy, eV: -46270.8684
Strongest force on any atom, eV/Å: 0.6
Total charge: 0
Kohn-Sham gap, Eh: 0.3211
HOMO, eV: -8.456

Atomic partial charges in e from the Löwdin method, atoms 1 to 2: -0.066, -0.229